1 | Molecular formula: C6H14O
Method: DFT, ωB97M-V/def2-TZVPD

Cartesian coordinates (Å):
O  2.357  1.312  -2.337
C  1.327  1.321  -1.366
C  -1.450  -0.229  2.147
C  -0.554  -1.184  1.338
C  0.769  -1.078  1.276
C  0.139  2.106  -2.000
C  -1.244  -2.239  0.500
H  0.419  3.204  -1.986
H  1.654  1.793  -0.423
H  -0.081  1.621  -2.962
H  -1.957  -0.737  2.984
H  3.101  0.852  -1.989
H  -1.930  -1.778  -0.245
H  -0.586  -2.926  -0.105
H  -0.830  1.916  -1.437
H  1.356  -0.402  1.917
H  1.309  -1.695  0.551
H  -1.787  -2.903  1.205
H  0.998  0.298  -1.209
H  -2.214  0.229  1.508
H  -0.794  0.520  2.635

molecular weight	102.18	Da
SMILES string	C=C(C)C.CCO
highest occupied orbital energy	-9.42	eV
Kohn-Sham gap	10.2556	eV
total charge	0

=====

2 | Molecular formula: C6H14O
Method: DFT, ωB97M-V/def2-TZVPD

Cartesian coordinates (Å):
O  0.103  -2.792  -0.427
C  -0.743  -0.161  1.421
C  0.364  0.379  -1.493
C  1.827  0.150  -1.081
C  -0.311  1.436  -0.559
C  -0.153  1.160  0.951
C  -1.879  -0.154  2.117
H  2.226  1.147  -0.888
H  -2.157  0.782  2.598
H  2.375  -0.205  -1.952
H  -0.496  -1.052  0.841
H  -1.393  1.461  -0.693
H  0.343  -3.387  0.267
H  0.301  -3.221  -1.250
H  -2.457  -1.027  2.390
H  0.869  1.270  1.319
H  1.831  -0.445  -0.175
H  0.256  0.821  -2.488
H  -0.285  -0.492  -1.477
H  0.183  2.386  -0.772
H  -0.806  1.944  1.352

molecular weight	102.18	Da
SMILES string	C=CCCCC.O
highest occupied orbital energy	-9.39	eV
Kohn-Sham gap	10.0708	eV
total charge	0

=====

Which is most stable, and by how much? 2, by 12.9 kJ/mol.

=====

1 | Molecular formula: C6H14O
Method: DFT, ωB97M-V/def2-TZVPD

Cartesian coordinates (Å):
O  -0.711  2.633  3.242
C  0.771  -1.832  -0.378
C  -0.744  -1.546  -0.314
C  1.055  0.763  -0.603
C  1.511  -0.537  0.099
C  -1.185  -0.277  -1.180
C  -0.529  0.901  -0.572
H  -1.168  1.764  3.310
H  -0.805  2.890  2.297
H  -1.297  -2.450  -0.634
H  -0.941  1.179  0.418
H  1.498  0.777  -1.618
H  1.067  -2.639  0.319
H  2.597  -0.543  -0.115
H  -2.281  -0.124  -1.226
H  1.009  -2.170  -1.405
H  -1.035  -1.327  0.732
H  1.384  -0.435  1.194
H  -0.812  -0.350  -2.220
H  -0.830  1.684  -1.294
H  1.448  1.639  -0.052

molecular weight	102.18	Da
SMILES string	C1CCCCC1.O
highest occupied orbital energy	-10.37	eV
Kohn-Sham gap	11.1722	eV
total charge	0

=====

2 | Molecular formula: C6H14O
Method: DFT, ωB97M-V/def2-TZVPD

Cartesian coordinates (Å):
O  2.577  0.078  0.661
C  0.288  -0.556  0.799
C  -3.168  0.207  -0.569
C  -0.964  -0.609  -0.105
C  1.384  0.002  -0.062
C  3.615  0.610  -0.112
C  -2.178  -0.011  0.561
H  -1.216  -1.650  -0.354
H  1.491  -0.644  -0.952
H  3.814  -0.012  -1.000
H  -2.446  0.510  -1.416
H  0.603  -1.526  1.215
H  -3.991  0.895  -0.305
H  0.152  0.101  1.676
H  4.506  0.634  0.517
H  -2.393  -0.777  1.310
H  1.064  0.996  -0.422
H  -0.940  -0.084  -1.157
H  -3.610  -0.732  -0.921
H  3.381  1.632  -0.452
H  -1.968  0.935  1.088

molecular weight	102.18	Da
SMILES string	CCCCCOC
highest occupied orbital energy	-9.82	eV
Kohn-Sham gap	10.9606	eV
total charge	0

=====

3 | Molecular formula: C6H14O
Method: DFT, ωB97M-V/def2-TZVPD

Cartesian coordinates (Å):
O  1.348  -0.869  1.197
C  2.626  0.790  -0.019
C  -2.148  -0.172  -1.243
C  1.470  -0.204  -0.055
C  0.140  0.480  -0.359
C  -1.690  -0.246  1.230
C  -1.092  -0.427  -0.167
H  -2.106  0.765  1.338
H  -0.758  -1.471  -0.256
H  0.192  0.840  -1.396
H  2.477  1.492  0.808
H  2.693  1.359  -0.953
H  2.154  -1.380  1.338
H  -1.760  -0.389  -2.246
H  -3.034  -0.797  -1.082
H  -0.924  -0.387  1.998
H  1.654  -0.951  -0.846
H  0.041  1.373  0.275
H  -2.501  -0.961  1.412
H  3.585  0.280  0.133
H  -2.474  0.876  -1.231

molecular weight	102.18	Da
SMILES string	CC(C)C[C@@H](C)O
highest occupied orbital energy	-10.27	eV
Kohn-Sham gap	11.2070	eV
total charge	0

=====

Which is most stable, and by how much? 3, by 31.4 kJ/mol.

=====

1 | Molecular formula: C6H14O
Method: DFT, ωB97M-V/def2-TZVPD

Cartesian coordinates (Å):
O  -5.236  -2.502  -1.947
C  2.310  0.050  0.830
C  -1.079  -0.285  -1.075
C  0.236  1.747  -0.438
C  1.767  0.424  2.204
C  1.189  -0.618  -0.037
C  0.030  0.262  -0.541
H  0.829  -0.083  2.473
H  -4.776  -2.160  -1.180
H  1.669  -1.093  -0.886
H  2.346  0.316  3.146
H  -1.278  -1.354  -1.005
H  0.110  2.198  0.538
H  -5.457  -1.686  -2.428
H  -1.556  0.204  -1.912
H  1.698  1.525  2.222
H  3.012  -0.765  0.987
H  0.694  -1.338  0.621
H  -0.520  2.344  -0.990
H  2.810  0.889  0.352
H  1.203  1.926  -0.932

molecular weight	102.18	Da
SMILES string	C=C(C)CCC.O
highest occupied orbital energy	-8.94	eV
Kohn-Sham gap	9.7772	eV
total charge	0

=====

2 | Molecular formula: C6H14O
Method: DFT, ωB97M-V/def2-TZVPD

Cartesian coordinates (Å):
O  2.596  0.163  0.788
C  -0.897  -0.119  -0.212
C  1.595  -0.151  -0.056
C  0.290  -0.406  0.697
C  3.716  0.572  0.134
C  -3.414  -0.013  -0.481
C  -2.251  -0.356  0.448
H  -3.382  -0.623  -1.393
H  -2.328  -1.406  0.764
H  4.435  0.909  0.906
H  1.866  1.060  -1.010
H  4.152  -0.191  -0.526
H  0.264  0.245  1.581
H  -4.382  -0.182  0.002
H  -0.820  0.922  -0.550
H  -3.375  1.039  -0.788
H  -2.319  0.246  1.364
H  3.013  1.377  -0.837
H  -0.818  -0.744  -1.113
H  0.202  -1.438  1.091
H  1.858  -0.904  -0.809

molecular weight	102.18	Da
highest occupied orbital energy	-9.50	eV
Kohn-Sham gap	10.5874	eV
total charge	0

=====

Which is most stable, and by how much? 1, by 173.4 kJ/mol.

=====

1 | Molecular formula: C6H14O
Method: DFT, ωB97M-V/def2-TZVPD

Cartesian coordinates (Å):
O  -4.679  2.661  -3.045
C  1.067  -1.937  0.816
C  -0.022  1.778  -0.382
C  0.756  -0.421  0.719
C  0.557  0.394  -0.304
C  1.970  -2.434  -0.338
C  0.562  -0.055  2.176
H  0.651  0.999  2.440
H  0.788  2.441  -0.084
H  -0.048  2.274  -1.349
H  0.077  -2.440  0.745
H  -0.332  -0.568  2.520
H  2.194  -1.616  -1.011
H  1.530  -2.142  1.771
H  0.678  0.129  -1.347
H  2.927  -2.904  0.033
H  -5.206  2.359  -2.214
H  -0.912  1.932  0.196
H  1.499  -3.205  -0.880
H  1.283  -0.496  2.948
H  -5.340  3.251  -3.413

molecular weight	102.18	Da
SMILES string	C/C=C(\C)CC.O
highest occupied orbital energy	-8.78	eV
Kohn-Sham gap	9.6499	eV
total charge	0

=====

2 | Molecular formula: C6H14O
Method: DFT, ωB97M-V/def2-TZVPD

Cartesian coordinates (Å):
O  -1.732  -0.955  0.854
C  0.842  0.338  0.761
C  0.269  -0.413  -0.451
C  2.368  0.362  0.670
C  0.299  1.763  0.897
C  -1.225  -0.632  -0.442
C  -1.776  -1.548  -1.500
H  0.771  -1.384  -0.534
H  0.493  2.346  -0.013
H  -1.369  -2.561  -1.423
H  0.783  2.282  1.733
H  -1.516  -1.116  -2.469
H  -2.135  -0.087  0.653
H  2.809  0.863  1.539
H  0.550  -0.224  1.657
H  -2.866  -1.609  -1.402
H  -0.780  1.781  1.090
H  -1.723  0.400  -0.635
H  0.460  0.142  -1.378
H  2.781  -0.652  0.620
H  2.697  0.903  -0.228

molecular weight	102.18	Da
SMILES string	CC(C)C[C@@H](C)O
highest occupied orbital energy	-10.21	eV
Kohn-Sham gap	11.1463	eV
total charge	0

=====

Which is most stable, and by how much? 2, by 91.3 kJ/mol.